1.
A molecular structure, C5H22NO8 at a distorted geometry, computed with the ωB97M-V functional and the def2-TZVPD basis.

Energy above the lowest of the compared OMol25 structures with the same formula, charge and spin (kcal per mole): 71.2
Spin multiplicity: 1
Total charge: -1
E_HOMO (eV): -5.74
Largest force on an atom (eV Å⁻¹): 2.4

CARTESIAN COORDINATES (ANGSTROEM)
1 C 0.857 -0.978 -0.623
2 O 1.017 -2.318 -0.333
3 C -0.573 -0.488 -0.176
4 C -0.530 0.960 0.302
5 C -1.856 1.450 0.821
6 C -2.251 0.762 2.095
7 O -3.411 0.695 2.466
8 N -1.501 -0.642 -1.325
9 H 1.679 -0.358 -0.101
10 H 0.954 -0.871 -1.775
11 H -0.861 -1.204 0.667
12 H 0.285 1.031 1.144
13 H -0.153 1.594 -0.526
14 H -2.637 1.424 -0.003
15 H -1.804 2.541 0.995
16 H -1.474 0.288 2.700
17 H -2.435 -0.524 -1.051
18 H -1.387 -1.551 -1.749
19 H 1.463 2.823 -1.174
20 H 0.486 2.655 -2.349
21 O 1.193 3.198 -2.003
22 H 1.143 -2.422 0.940
23 H 0.263 -2.397 2.343
24 O 1.189 -2.346 2.125
25 H 2.146 1.300 1.355
26 H 3.225 1.689 0.365
27 O 2.396 2.047 0.717
28 H 2.282 -0.008 3.324
29 H 1.621 -0.984 2.209
30 O 2.040 -0.007 2.409
31 H -0.409 -4.045 -2.112
32 H -0.161 -3.105 -1.003
33 O -0.915 -3.523 -1.505
34 H -0.279 1.069 -3.774
35 H -0.918 0.720 -2.412
36 O -0.684 1.527 -2.982

***

2.
7 unconnected molecules or ions with the total composition C5H22O8S at a distorted geometry, computed with the ωB97M-V functional and the def2-TZVPD basis.

Energy above the lowest of the compared OMol25 structures with the same formula, charge and spin (kcal per mole): 41.1
Spin multiplicity: 1
E_HOMO (eV): -8.50
Largest force on an atom (eV Å⁻¹): 5.3

CARTESIAN COORDINATES (ANGSTROEM)
1 C -1.896 0.099 2.391
2 S -3.317 0.032 1.308
3 C -2.567 0.018 -0.410
4 C -1.491 -1.070 -0.559
5 C -0.044 -0.617 -0.386
6 C 0.398 -0.519 -1.723
7 O 1.261 -1.291 -2.124
8 O -0.284 0.161 -2.733
9 H -1.604 -0.931 2.792
10 H -0.908 0.504 1.912
11 H -2.214 0.698 3.325
12 H -2.121 0.991 -0.479
13 H -3.306 -0.112 -1.127
14 H -1.715 -1.888 0.154
15 H -1.579 -1.575 -1.573
16 H 0.498 -1.672 0.028
17 H 0.205 0.081 0.400
18 H -0.802 1.024 -2.482
19 O 3.557 -0.247 -0.650
20 H 3.185 -0.916 -1.249
21 H 3.025 -0.410 0.195
22 O 2.009 1.877 -1.033
23 H 2.143 2.424 -1.756
24 H 2.823 1.311 -1.113
25 O -1.350 2.687 -1.006
26 H -0.473 2.381 -0.683
27 H -1.466 3.408 -0.410
28 O 2.719 2.253 1.321
29 H 1.910 2.257 1.854
30 H 2.497 2.256 0.388
31 O 2.275 -0.405 1.575
32 H 2.422 -1.017 2.369
33 H 2.537 0.548 1.846
34 O -0.085 -3.790 1.664
35 H 0.041 -4.042 0.790
36 H 0.762 -3.259 1.894

***

3.
5 unconnected molecules or ions with the total composition C5H23N2O4 at a distorted geometry, computed with the ωB97M-V functional and the def2-TZVPD basis.

Spin multiplicity: 2
Total charge: +2
E_HOMO (spin up / spin down) (eV): -18.04 / -18.04
<S²>: 0.75
Largest force on an atom (eV Å⁻¹): 2.1

CARTESIAN COORDINATES (ANGSTROEM)
1 C 1.546 -0.416 1.423
2 N 0.746 0.278 2.360
3 C -0.100 -0.442 3.293
4 C 0.825 -1.455 0.493
5 N -0.136 -0.654 -0.356
6 C -0.869 -1.404 -1.393
7 C 1.868 -2.137 -0.351
8 H 2.343 -1.010 1.887
9 H 2.150 0.218 0.793
10 H 1.194 1.051 2.857
11 H 0.574 -0.959 3.978
12 H -0.827 0.203 3.768
13 H -0.727 -1.213 2.841
14 H 0.254 -2.117 1.135
15 H 0.274 0.218 -0.726
16 H -0.863 -0.244 0.272
17 H -0.264 -1.634 -2.270
18 H -1.099 -2.402 -1.013
19 H -1.780 -0.926 -1.695
20 H 2.419 -2.836 0.259
21 H 1.386 -2.793 -1.064
22 H 2.502 -1.475 -0.933
23 H 2.620 1.408 -1.758
24 H 1.128 1.693 -1.859
25 O 1.789 1.256 -1.288
26 H -2.910 0.529 0.136
27 H -2.885 0.576 1.639
28 O -2.542 0.053 0.901
29 H -1.101 2.076 -1.161
30 H -2.186 3.193 -0.796
31 O -2.021 2.257 -0.970
32 H -1.230 1.145 -2.927
33 H -0.418 1.544 -3.994
34 O -0.329 1.506 -3.024

***

4.
A molecular structure, C5H23N2O6 at a distorted geometry, computed with the ωB97M-V functional and the def2-TZVPD basis.

Energy above the lowest of the compared OMol25 structures with the same formula, charge and spin (kcal per mole): 5.0
Spin multiplicity: 1
Total charge: -1
E_HOMO (eV): -5.70
Largest force on an atom (eV Å⁻¹): 1.5

CARTESIAN COORDINATES (ANGSTROEM)
1 C -1.947 0.212 -0.188
2 C -0.443 0.478 -0.239
3 C 0.236 -0.433 -1.279
4 C 0.827 -1.756 -0.717
5 O -0.093 -2.563 -0.014
6 N -0.134 1.892 -0.597
7 C -0.553 2.892 0.403
8 N 0.386 3.068 1.485
9 H -2.475 0.438 -1.117
10 H -2.118 -0.849 0.008
11 H -2.418 0.767 0.622
12 H -0.020 0.308 0.744
13 H -0.457 -0.692 -2.083
14 H 1.101 0.077 -1.727
15 H 1.683 -1.510 -0.067
16 H 1.210 -2.382 -1.532
17 H -0.479 2.112 -1.525
18 H -0.690 3.855 -0.095
19 H -1.532 2.639 0.818
20 H 0.460 2.233 2.054
21 H 1.321 3.263 1.165
22 H -2.472 1.493 -3.059
23 H -1.115 0.834 -3.172
24 O -1.569 1.663 -3.351
25 H 2.423 -0.859 3.429
26 H 1.096 -1.145 2.503
27 O 1.912 -0.472 2.700
28 H 2.650 1.060 0.193
29 H 2.940 0.096 1.339
30 O 3.402 0.597 0.616
31 H -2.122 -2.050 -1.990
32 H -1.366 -2.866 -0.926
33 O -2.134 -2.931 -1.577
34 H -0.758 -1.580 2.607
35 H -0.043 -2.339 1.114
36 O 0.057 -2.051 2.348

***

5.
5 unconnected molecules or ions with the total composition C5H23N3O4 at a distorted geometry, computed with the ωB97M-V functional and the def2-TZVPD basis.

Energy above the lowest of the compared OMol25 structures with the same formula, charge and spin (kcal per mole): 7.0
Spin multiplicity: 2
Total charge: -1
E_HOMO (spin up / spin down) (eV): 0.57 / -6.38
<S²>: 0.75
Largest force on an atom (eV Å⁻¹): 1.7

CARTESIAN COORDINATES (ANGSTROEM)
1 N -0.132 1.092 1.838
2 C 0.969 0.272 1.233
3 C 1.745 -0.543 2.253
4 C 0.356 -0.595 0.144
5 N -0.224 0.198 -0.954
6 C -1.143 -0.647 -1.721
7 C -2.477 0.126 -1.870
8 N -3.241 0.250 -0.659
9 H -0.843 0.438 2.175
10 H 0.194 1.484 2.721
11 H 1.582 1.062 0.808
12 H 1.611 -1.607 2.173
13 H 2.830 -0.371 2.300
14 H 1.490 -0.219 3.261
15 H -0.362 -1.269 0.628
16 H 1.179 -1.234 -0.197
17 H -0.720 0.922 -0.444
18 H -1.285 -1.615 -1.249
19 H -0.777 -0.771 -2.736
20 H -3.070 -0.316 -2.676
21 H -2.104 1.060 -2.297
22 H -3.209 -0.584 -0.099
23 H -3.186 1.112 -0.150
24 H 0.809 -1.418 -3.587
25 H 1.146 -2.741 -2.897
26 O 1.515 -1.879 -3.115
27 H -0.694 -2.168 3.294
28 H -0.129 -3.516 2.602
29 O -0.753 -2.772 2.533
30 H 0.289 3.159 0.619
31 H 1.716 3.621 0.260
32 O 0.789 3.866 0.192
33 H 1.525 1.483 -0.973
34 H 2.270 2.185 -2.167
35 O 2.335 1.934 -1.245

***

6.
7 unconnected molecules or ions with the total composition C5H23NO6 at a distorted geometry, computed with the ωB97M-V functional and the def2-TZVPD basis.

Energy above the lowest of the compared OMol25 structures with the same formula, charge and spin (kcal per mole): 25.9
Spin multiplicity: 1
E_HOMO (eV): -8.36
Largest force on an atom (eV Å⁻¹): 1.6

CARTESIAN COORDINATES (ANGSTROEM)
1 C -2.197 -1.585 -1.212
2 C -3.084 -0.586 -0.455
3 C -2.412 0.702 -0.093
4 C -1.584 0.783 0.954
5 C -1.097 2.159 1.376
6 N -1.142 -0.305 1.699
7 H -1.478 -1.206 -1.941
8 H -2.822 -2.169 -1.899
9 H -1.775 -2.338 -0.553
10 H -3.961 -0.399 -1.084
11 H -3.542 -1.084 0.393
12 H -2.567 1.589 -0.692
13 H -1.005 2.281 2.433
14 H -1.812 2.889 1.009
15 H -0.133 2.286 0.877
16 H -1.379 -0.336 2.676
17 H -1.132 -1.181 1.196
18 O 1.809 -2.695 -2.255
19 H 2.053 -1.818 -1.919
20 H 1.295 -2.520 -3.052
21 O 0.071 -2.982 -0.052
22 H 0.924 -3.375 0.170
23 H 0.216 -2.683 -0.960
24 O 1.860 2.764 2.927
25 H 1.043 3.017 2.496
26 H 2.039 1.860 2.646
27 O 2.849 -1.231 -0.211
28 H 3.794 -1.294 -0.051
29 H 2.387 -1.222 0.633
30 O 3.485 2.399 0.347
31 H 3.207 2.791 1.181
32 H 2.750 2.484 -0.268
33 O 1.285 1.271 -2.304
34 H 1.652 0.414 -2.088
35 H 0.401 1.324 -1.928

***

What did the sixth record say?
7 unconnected molecules or ions with the total composition C5H23NO6 at a distorted geometry, computed with the ωB97M-V functional and the def2-TZVPD basis.

Energy above the lowest of the compared OMol25 structures with the same formula, charge and spin (kcal per mole): 25.9
Spin multiplicity: 1
E_HOMO (eV): -8.36
Largest force on an atom (eV Å⁻¹): 1.6

CARTESIAN COORDINATES (ANGSTROEM)
1 C -2.197 -1.585 -1.212
2 C -3.084 -0.586 -0.455
3 C -2.412 0.702 -0.093
4 C -1.584 0.783 0.954
5 C -1.097 2.159 1.376
6 N -1.142 -0.305 1.699
7 H -1.478 -1.206 -1.941
8 H -2.822 -2.169 -1.899
9 H -1.775 -2.338 -0.553
10 H -3.961 -0.399 -1.084
11 H -3.542 -1.084 0.393
12 H -2.567 1.589 -0.692
13 H -1.005 2.281 2.433
14 H -1.812 2.889 1.009
15 H -0.133 2.286 0.877
16 H -1.379 -0.336 2.676
17 H -1.132 -1.181 1.196
18 O 1.809 -2.695 -2.255
19 H 2.053 -1.818 -1.919
20 H 1.295 -2.520 -3.052
21 O 0.071 -2.982 -0.052
22 H 0.924 -3.375 0.170
23 H 0.216 -2.683 -0.960
24 O 1.860 2.764 2.927
25 H 1.043 3.017 2.496
26 H 2.039 1.860 2.646
27 O 2.849 -1.231 -0.211
28 H 3.794 -1.294 -0.051
29 H 2.387 -1.222 0.633
30 O 3.485 2.399 0.347
31 H 3.207 2.791 1.181
32 H 2.750 2.484 -0.268
33 O 1.285 1.271 -2.304
34 H 1.652 0.414 -2.088
35 H 0.401 1.324 -1.928